(1)
A 2-piece molecular cluster, C9H16NO overall in a non-equilibrium geometry. Source: the Open Molecules 2025 dataset; level of theory: ωB97M-V/def2-TZVPD.

Geometry as ORCA input:
```
! RIJCOSX wB97M-V def2-TZVPD def2/J DEFGRID3
* xyz 1 1
C -1.99 -1.39 1.33
C 1.43 0.27 1.19
C 0.19 -0.23 1.65
C 1.98 -0.64 0.28
C -0.52 -1.33 1.22
C 1.45 -1.91 0.03
C 0.23 -2.34 0.48
O 3.04 -0.15 -0.45
H 1.96 1.11 1.60
H -0.28 0.39 2.41
H 3.79 -0.76 -0.50
H 2.09 -2.63 -0.54
H -2.30 -2.46 1.36
H -2.48 -0.97 0.47
H -0.20 -3.30 0.45
H -2.51 -1.18 2.28
C -1.42 2.51 -2.08
C -2.39 1.34 -1.97
N -0.77 2.52 -0.67
H -0.73 2.25 -2.90
H -2.07 3.42 -2.25
H -2.63 1.03 -3.01
H -3.36 1.54 -1.47
H -1.04 3.35 -0.14
H -0.89 1.66 -0.13
H 0.25 2.63 -0.81
H -1.99 0.43 -1.58
*
```

Summary:
- E_HOMO: -11.47 eV
- Gap between HOMO and LUMO: 8.1 eV
- LUMO energy: -3.3 eV

=====

(2)
A 2-piece molecular cluster, C9H13NO overall in a non-equilibrium geometry. Source: the Open Molecules 2025 dataset; level of theory: ωB97M-V/def2-TZVPD.

Geometry as ORCA input:
```
! RIJCOSX wB97M-V def2-TZVPD def2/J DEFGRID3
* xyz 0 1
C 1.28 2.83 -0.53
C 2.29 1.83 -0.09
O 2.62 1.68 1.07
N 2.86 1.11 -1.09
H 0.34 2.67 0.02
H 0.98 2.82 -1.59
H 3.52 0.37 -0.89
H 2.47 1.12 -2.02
H 1.52 3.86 -0.27
C -2.72 -1.64 2.13
C 0.17 -0.96 -0.19
C -0.54 -1.12 0.98
C -0.44 -1.04 -1.42
C -1.93 -1.27 0.91
C -1.82 -1.16 -1.50
C -2.57 -1.25 -0.33
H 1.23 -0.73 -0.22
H -0.13 -1.14 1.98
H 0.12 -0.95 -2.35
H -2.31 -1.30 -2.45
H -3.76 -1.28 2.12
H -2.27 -1.27 3.06
H -3.65 -1.30 -0.34
H -2.80 -2.72 2.23
*
```

Summary:
- E_HOMO: -9.06 eV
- Gap between HOMO and LUMO: 9.9 eV
- SMILES: Cc1ccccc1.CC(N)=O
- LUMO energy: 0.8 eV

=====

(3)
C5H11AuO4 as an isolated structure in a non-equilibrium geometry. Source: the Open Molecules 2025 dataset; level of theory: ωB97M-V/def2-TZVPD.

Geometry as ORCA input:
```
! RIJCOSX wB97M-V def2-TZVPD def2/J DEFGRID3
* xyz 2 3
O 0.74 1.76 0.12
Au 2.03 1.55 1.26
O 3.60 0.56 0.79
C 3.30 -0.07 -0.41
C 1.99 -0.85 -0.34
O 0.96 -0.01 0.26
C -0.34 -0.63 0.30
H 4.07 -0.81 -0.69
H 3.24 0.65 -1.26
H 2.07 -1.72 0.32
H 1.64 -1.16 -1.34
H -0.37 -1.30 1.17
H -0.44 -1.31 -0.56
C -1.46 0.37 0.36
O -2.34 0.08 -0.61
C -3.73 0.10 -0.30
H -0.68 1.52 0.54
H -2.01 0.94 1.13
H -4.23 0.39 -1.23
H -4.03 -0.90 0.03
H -4.03 0.83 0.46
*
```

Summary:
- E_HOMO (alpha / beta): -17.48 / -17.65 eV
- Gap between HOMO and LUMO (alpha / beta): 4.8 / 5.1 eV
- LUMO energy (alpha / beta): -12.6 / -12.6 eV

=====

(4)
A 15-piece molecular cluster, C84H213N15O27 overall in a non-equilibrium geometry. Source: the Open Molecules 2025 dataset; level of theory: ωB97M-V/def2-TZVPD.

Geometry as ORCA input:
```
! RIJCOSX wB97M-V def2-TZVPD def2/J DEFGRID3
* xyz 0 1
C 6.75 -3.38 3.76
O 7.30 -3.40 2.50
C 8.01 -4.54 2.25
C 8.11 -4.59 0.69
N 6.77 -4.78 0.07
C 6.84 -4.71 -1.38
C 5.43 -4.54 -2.03
O 4.82 -3.27 -1.84
C 3.60 -3.09 -2.56
H 6.15 -4.24 4.05
H 6.14 -2.48 3.89
H 7.57 -3.30 4.48
H 7.32 -5.31 2.60
H 8.95 -4.56 2.79
H 8.69 -5.48 0.43
H 8.55 -3.69 0.27
H 6.15 -4.08 0.45
H 7.39 -5.54 -1.82
H 7.48 -3.90 -1.72
H 4.72 -5.22 -1.56
H 5.57 -4.81 -3.08
H 2.78 -3.61 -2.05
H 3.72 -3.34 -3.61
H 3.44 -2.02 -2.51
C 5.80 -0.95 7.81
O 5.85 -0.46 6.49
C 6.37 0.92 6.29
C 5.47 1.55 5.17
N 5.75 1.00 3.85
C 4.79 1.42 2.82
C 4.96 0.66 1.48
O 4.41 -0.66 1.68
C 5.01 -1.60 0.81
H 5.39 -1.96 7.81
H 5.06 -0.45 8.43
H 6.71 -0.90 8.41
H 7.43 0.97 6.07
H 6.22 1.55 7.17
H 5.70 2.62 5.16
H 4.42 1.50 5.45
H 5.63 0.00 3.95
H 4.99 2.47 2.57
H 3.73 1.32 3.04
H 6.02 0.59 1.23
H 4.53 1.18 0.63
H 5.99 -1.71 1.28
H 5.12 -1.25 -0.21
H 4.50 -2.56 0.80
C -6.75 6.08 -3.20
O -6.33 6.48 -1.91
C -6.26 5.40 -0.90
C -5.48 5.81 0.42
N -4.09 6.18 0.05
C -3.27 6.74 1.13
C -3.61 8.16 1.48
O -3.74 8.96 0.31
C -2.57 9.19 -0.43
H -7.71 5.58 -3.13
H -6.04 5.43 -3.73
H -6.93 6.99 -3.79
H -5.77 4.54 -1.35
H -7.31 5.13 -0.78
H -5.50 4.89 1.01
H -5.91 6.57 1.07
H -4.26 6.96 -0.56
H -2.23 6.70 0.80
H -3.24 6.14 2.04
H -2.75 8.42 2.10
H -4.57 8.12 1.99
H -2.23 8.32 -0.98
H -1.80 9.62 0.21
H -2.68 10.01 -1.13
C -5.86 -7.47 7.35
O -5.59 -7.69 6.01
C -6.17 -6.74 5.12
C -5.79 -7.01 3.66
N -4.37 -7.16 3.31
C -3.55 -5.94 3.55
C -3.97 -4.70 2.66
O -5.09 -4.02 3.22
C -4.86 -3.22 4.36
H -6.94 -7.42 7.46
H -5.41 -6.52 7.64
H -5.42 -8.23 7.99
H -5.86 -5.73 5.39
H -7.26 -6.76 5.19
H -6.27 -6.21 3.09
H -6.42 -7.87 3.41
H -4.10 -7.87 3.97
H -2.56 -6.34 3.30
H -3.56 -5.59 4.58
H -4.21 -5.01 1.64
H -3.13 -4.01 2.73
H -4.14 -2.44 4.14
H -4.45 -3.78 5.20
H -5.82 -2.89 4.77
C -1.89 5.28 -2.52
O -1.10 5.86 -3.55
C 0.13 5.08 -3.89
C 0.90 5.80 -4.98
N 0.15 6.10 -6.23
C -0.06 5.03 -7.15
C -1.23 5.21 -8.14
O -2.46 5.59 -7.51
C -3.03 4.60 -6.70
H -1.23 5.07 -1.68
H -2.32 4.32 -2.82
H -2.72 5.94 -2.24
H -0.09 4.09 -4.28
H 0.84 5.15 -3.06
H 1.76 5.18 -5.27
H 1.46 6.67 -4.62
H -0.74 6.54 -5.99
H -0.37 4.07 -6.73
H 0.92 4.83 -7.59
H -1.25 4.38 -8.84
H -1.00 6.00 -8.86
H -3.20 3.69 -7.28
H -3.95 5.06 -6.32
H -2.44 4.28 -5.84
C 3.38 12.44 7.21
O 3.41 12.48 5.72
C 2.43 11.70 5.17
C 2.57 11.74 3.62
N 1.60 10.90 2.90
C 1.39 9.51 3.41
C 0.65 8.65 2.34
O 1.44 8.10 1.34
C 0.69 7.12 0.58
H 4.22 13.07 7.51
H 3.52 11.44 7.62
H 2.39 12.80 7.49
H 1.42 11.98 5.48
H 2.64 10.67 5.46
H 3.58 11.40 3.39
H 2.45 12.77 3.29
H 2.05 10.73 2.01
H 0.74 9.43 4.29
H 2.30 8.97 3.66
H -0.17 9.22 1.91
H 0.14 7.91 2.97
H -0.07 7.54 -0.09
H 0.19 6.46 1.28
H 1.34 6.60 -0.13
C 2.37 -1.00 7.08
O 1.70 -0.46 5.93
C 0.50 0.16 6.22
C 0.23 1.21 5.11
N 1.08 2.38 5.30
C 1.22 3.20 4.07
C 1.97 4.54 4.33
O 3.29 4.26 4.72
C 4.09 5.41 5.07
H 3.08 -1.75 6.73
H 1.75 -1.35 7.91
H 3.08 -0.29 7.50
H 0.47 0.68 7.17
H -0.24 -0.64 6.22
H -0.82 1.46 5.24
H 0.25 0.80 4.09
H 1.98 2.07 5.64
H 0.27 3.50 3.64
H 1.81 2.60 3.38
H 1.34 4.99 5.11
H 1.85 5.19 3.47
H 4.38 6.03 4.22
H 5.04 5.09 5.50
H 3.57 6.14 5.70
C 8.76 1.93 -4.35
O 7.54 2.45 -3.84
C 7.07 1.94 -2.59
C 5.83 2.72 -1.97
N 4.61 2.69 -2.79
C 4.07 1.35 -2.96
C 2.74 1.20 -3.75
O 2.98 1.12 -5.15
C 1.81 1.43 -5.86
H 9.08 2.49 -5.24
H 8.70 0.90 -4.70
H 9.51 2.10 -3.57
H 7.85 1.96 -1.82
H 6.81 0.89 -2.76
H 6.13 3.76 -1.87
H 5.65 2.30 -0.98
H 4.80 3.03 -3.72
H 3.90 0.86 -2.00
H 4.73 0.72 -3.56
H 2.16 2.06 -3.42
H 2.13 0.35 -3.45
H 1.64 2.50 -6.02
H 0.96 0.96 -5.36
H 1.83 1.04 -6.87
C 5.44 -7.67 -4.08
O 4.64 -6.65 -4.61
C 3.67 -7.05 -5.54
C 2.51 -6.04 -5.53
N 2.09 -5.70 -4.19
C 1.57 -6.80 -3.41
C 1.27 -6.39 -1.97
O 2.45 -6.35 -1.11
C 2.18 -6.37 0.28
H 6.18 -7.28 -3.39
H 5.99 -8.15 -4.89
H 4.77 -8.35 -3.57
H 3.30 -8.05 -5.31
H 4.13 -7.13 -6.53
H 1.68 -6.38 -6.15
H 2.92 -5.12 -5.96
H 2.99 -5.59 -3.74
H 2.21 -7.68 -3.32
H 0.61 -7.16 -3.79
H 0.52 -6.99 -1.46
H 0.76 -5.42 -2.02
H 3.09 -6.61 0.83
H 1.30 -6.96 0.55
H 1.86 -5.38 0.61
C -1.19 -3.41 -0.01
O -0.52 -2.19 0.24
C 0.66 -2.02 -0.57
C 1.44 -0.63 -0.33
N 0.70 0.59 -0.61
C 1.17 1.75 0.14
C 0.15 2.88 0.05
O -1.02 2.49 0.85
C -2.08 3.36 0.64
H -0.55 -4.28 0.14
H -1.53 -3.41 -1.05
H -2.01 -3.56 0.70
H 0.43 -2.05 -1.64
H 1.26 -2.91 -0.37
H 2.35 -0.51 -0.92
H 1.74 -0.57 0.71
H -0.25 0.46 -0.31
H 2.13 2.08 -0.28
H 1.32 1.51 1.19
H -0.15 3.13 -0.97
H 0.59 3.80 0.44
H -2.92 3.28 1.33
H -2.42 3.18 -0.38
H -1.79 4.41 0.68
C -1.40 1.57 -2.92
O -2.61 1.59 -3.68
C -3.38 0.39 -3.51
C -4.72 0.64 -4.12
N -4.59 1.11 -5.51
C -5.86 1.38 -6.10
C -6.53 2.71 -5.75
O -7.97 2.56 -5.97
C -8.61 3.77 -5.70
H -0.73 0.77 -3.23
H -1.66 1.41 -1.88
H -0.86 2.51 -3.00
H -3.50 0.14 -2.46
H -2.87 -0.47 -3.95
H -5.21 1.42 -3.53
H -5.26 -0.31 -4.05
H -3.93 1.88 -5.54
H -6.56 0.56 -5.92
H -5.75 1.37 -7.18
H -6.12 3.48 -6.40
H -6.28 2.95 -4.72
H -8.49 4.13 -4.68
H -9.67 3.76 -5.93
H -8.18 4.51 -6.37
C -0.31 -2.18 -5.40
O -1.23 -3.21 -5.10
C -1.18 -3.46 -3.70
C -1.99 -4.76 -3.50
N -3.43 -4.58 -3.61
C -4.07 -4.14 -2.35
C -5.62 -4.00 -2.38
O -5.90 -2.67 -2.86
C -7.30 -2.38 -2.85
H -0.34 -1.97 -6.47
H 0.74 -2.42 -5.21
H -0.55 -1.25 -4.89
H -1.54 -2.61 -3.13
H -0.18 -3.69 -3.32
H -1.71 -5.18 -2.53
H -1.66 -5.46 -4.26
H -3.71 -3.93 -4.34
H -3.65 -3.20 -2.01
H -3.83 -4.87 -1.58
H -6.02 -4.08 -1.37
H -6.12 -4.81 -2.90
H -7.96 -3.21 -3.10
H -7.44 -1.55 -3.54
H -7.54 -2.08 -1.83
C 0.05 -4.46 5.55
C -0.11 -3.30 4.50
C 0.15 -3.75 3.06
O 1.41 -4.42 2.97
C 2.45 -3.46 2.97
N -1.41 -2.63 4.58
H -0.01 -4.07 6.57
H 0.97 -5.01 5.36
H -0.75 -5.19 5.43
H 0.65 -2.54 4.69
H 0.11 -2.89 2.39
H -0.58 -4.47 2.69
H 2.73 -3.07 3.95
H 2.34 -2.62 2.28
H 3.43 -3.91 2.78
H -1.55 -2.15 5.46
H -1.44 -1.81 3.99
C -3.74 0.34 2.96
C -3.07 -0.48 1.81
C -3.59 -0.14 0.41
O -5.05 -0.14 0.32
C -5.69 -1.37 0.64
N -1.68 -0.14 2.00
H -4.79 0.09 3.08
H -3.52 1.40 2.93
H -3.44 -0.04 3.94
H -3.24 -1.54 2.00
H -3.11 -0.73 -0.37
H -3.19 0.86 0.23
H -5.07 -2.23 0.38
H -6.72 -1.48 0.31
H -5.85 -1.45 1.71
H -1.49 0.73 1.53
H -1.21 -0.76 1.37
C -1.92 -7.08 0.12
C -3.23 -7.51 -0.46
C -3.07 -8.04 -1.90
O -1.88 -8.87 -2.07
C -1.82 -9.49 -3.37
N -3.80 -8.48 0.42
H -1.96 -6.51 1.05
H -1.59 -6.36 -0.63
H -1.17 -7.86 0.25
H -3.99 -6.73 -0.43
H -2.98 -7.24 -2.64
H -3.96 -8.63 -2.15
H -2.76 -9.97 -3.67
H -1.00 -10.19 -3.45
H -1.70 -8.71 -4.13
H -3.68 -8.20 1.38
H -3.07 -9.17 0.36
*
```

Summary:
- E_HOMO: -8.52 eV
- Gap between HOMO and LUMO: 9.0 eV
- LUMO energy: 0.5 eV

=====

Result set for energy above the lowest of the compared OMol25 structures with the same formula, charge and spin: 38.57 3.07 119.49 49.10 kcal per mole, one per record in the order listed.